Formula: C19H42BCl2F3N5O7P
Source: the Open Molecules 2025 dataset
Level of theory: ωB97M-V/def2-TZVPD

Calculated values
Energy   -3135.82167 Eh
Total charge   0
Kohn-Sham gap   6.95 eV
Spin multiplicity   1

Atoms and positions in Å:
C1 -3.09729 -1.11595 0.08360
C2 -2.50170 -1.21386 1.48249
Cl1 -3.91372 -1.29723 2.62992
C3 -1.68982 0.03546 1.93207
Cl2 -0.96720 0.86291 0.50298
B1 -0.64120 -0.20672 3.08356
P1 1.07516 0.79607 3.22132
O1 0.57691 2.39831 3.31322
O2 1.87537 0.58296 1.80767
C4 -0.89917 -1.26356 4.28431
F1 -1.30644 -2.46040 3.89453
F2 -1.76484 -0.73566 5.14984
F3 0.22149 -1.48850 4.97666
H1 -3.92228 -1.80430 0.04293
H2 -2.39349 -1.39250 -0.68350
H3 -3.52704 -0.13474 -0.07813
H4 -1.95306 -2.13869 1.59072
H5 -2.42229 0.74125 2.32690
H6 0.06226 2.47211 4.12999
H7 1.64080 1.28458 1.16949
C5 0.57866 3.58838 -0.49994
O3 1.03305 2.95085 -1.43413
N1 1.13540 4.68310 0.04035
C6 0.53275 5.37673 1.15783
C7 2.38580 5.17336 -0.50567
H8 -0.35974 3.30216 -0.00050
H9 0.31191 6.40961 0.87651
H10 1.22155 5.37533 2.00529
H11 -0.39153 4.88468 1.45429
H12 2.26685 5.42796 -1.56074
H13 3.13324 4.38719 -0.42063
H14 2.71203 6.05205 0.04603
C8 4.21450 2.70115 2.32055
O4 3.62674 2.91675 1.27222
N2 5.45838 2.21535 2.41562
C9 6.09457 1.97435 3.70062
C10 6.18556 1.92012 1.19358
H15 3.74767 2.89069 3.30192
H16 7.00353 2.57291 3.77887
H17 6.35233 0.91860 3.78707
H18 5.42761 2.24063 4.51221
H19 6.28409 2.82609 0.59395
H20 5.63746 1.18089 0.60798
H21 7.17259 1.53461 1.43609
C11 -4.72886 -2.29104 -3.14001
O5 -4.09013 -2.39153 -2.10437
N3 -4.21538 -1.93217 -4.32473
C12 -5.02810 -1.82958 -5.52574
C13 -2.79485 -1.63599 -4.40789
H22 -5.81287 -2.49306 -3.18062
H23 -4.64713 -2.51277 -6.28364
H24 -4.98172 -0.80621 -5.90653
H25 -6.06470 -2.08025 -5.30507
H26 -2.21790 -2.51030 -4.10471
H27 -2.54924 -0.81312 -3.73497
H28 -2.53418 -1.36392 -5.42711
C14 5.56757 1.00532 7.34330
O6 6.39422 1.39321 6.53744
N4 5.44073 -0.26604 7.76124
C15 4.43201 -0.66523 8.72352
C16 6.34643 -1.26909 7.22676
H29 4.83442 1.68837 7.80556
H30 4.91244 -1.09171 9.60645
H31 3.77326 -1.41341 8.27872
H32 3.83685 0.19374 9.02558
H33 7.37645 -0.99786 7.46094
H34 6.24330 -1.31812 6.14229
H35 6.11823 -2.24028 7.65802
C17 -4.61764 -3.65610 -9.23278
O7 -4.22395 -3.50339 -8.09055
N5 -5.84257 -4.09724 -9.56842
C18 -6.25300 -4.25929 -10.94988
C19 -6.78175 -4.42094 -8.50731
H36 -3.98012 -3.43804 -10.10603
H37 -7.11882 -3.62652 -11.15448
H38 -6.52057 -5.30124 -11.13570
H39 -5.44382 -3.97780 -11.62012
H40 -6.96013 -3.53881 -7.89115
H41 -6.36510 -5.20352 -7.87225
H42 -7.72085 -4.76117 -8.93572